Formula: C24H18BiN4O3S5
Source: OMol25
Level of theory: wB97M-V/def2-TZVPD

Geometry as XYZ:
```
55
Properties=species:S:1:pos:R:3:forces:R:3:nbo_charge:R:1
Bi -0.516584 -0.591166 -0.420500 -0.4 -0.3 -0.6 1.694
O 1.538977 1.131437 4.656346 0.0 0.0 -0.2 -0.697
C 0.290281 0.800945 5.018496 -0.1 0.0 0.0 0.346
C -0.125563 1.149892 6.305132 0.1 0.0 0.0 -0.287
C -1.391931 0.823962 6.748727 0.0 0.0 0.0 -0.190
C -2.274776 0.142572 5.917327 -0.1 0.0 0.0 -0.281
C -1.876633 -0.186985 4.634972 0.0 0.1 0.0 -0.165
C -0.607273 0.138353 4.158582 0.0 0.1 0.0 -0.159
C -0.286474 -0.195478 2.740166 -0.1 0.0 -0.2 0.592
O -1.208551 -0.648808 1.994772 0.3 -0.2 0.2 -0.780
N 0.960274 0.039894 2.364948 0.2 0.2 0.5 -0.519
N 1.241236 -0.314273 1.063440 0.2 -0.4 0.0 -0.403
C 2.477464 -0.550852 0.784443 -0.2 0.1 0.3 0.162
C 3.026861 -1.114085 -0.415423 0.1 -0.2 -0.4 -0.253
C 4.421456 -0.993395 -0.576050 -0.1 0.1 0.1 -0.134
C 5.093111 -1.547269 -1.635097 0.2 0.1 0.0 -0.305
C 4.364810 -2.265053 -2.594673 -0.1 0.1 0.1 -0.187
C 3.010145 -2.426607 -2.459458 0.0 -0.1 -0.1 -0.246
C 2.285376 -1.885499 -1.365115 0.0 -0.1 0.1 0.420
O 1.023452 -2.150987 -1.266161 -0.1 0.3 0.3 -0.808
H 1.651339 0.795042 3.722306 0.0 0.0 0.1 0.508
H 0.574894 1.681818 6.936431 0.0 0.0 0.0 0.220
H -1.695746 1.109815 7.748797 0.0 0.0 0.0 0.203
H -3.263888 -0.122566 6.268407 0.0 0.0 0.0 0.204
H -2.543394 -0.707086 3.960151 0.0 0.0 0.0 0.231
H 3.190364 -0.329186 1.580813 0.0 0.0 0.0 0.183
H 4.971659 -0.427713 0.169452 0.0 0.0 0.0 0.197
H 6.164606 -1.425868 -1.727296 0.0 0.0 0.0 0.202
H 4.876208 -2.692959 -3.449014 0.0 0.0 0.0 0.201
H 2.434721 -2.975546 -3.194028 0.0 0.0 0.0 0.210
S -2.942761 0.352085 -1.785839 -0.2 -0.3 0.1 -0.619
S -2.074922 1.461665 -3.256523 0.2 0.2 -0.3 -0.061
S -0.283475 0.520912 -3.632497 -0.2 0.1 0.0 -0.040
S 0.840346 0.955949 -1.961304 0.1 0.2 -0.1 -0.504
S -2.522998 5.631454 2.439699 0.1 -0.1 0.1 0.239
C -1.967555 4.098990 1.698030 -0.1 0.2 0.1 -0.143
C -2.778094 2.975701 1.728536 0.1 -0.1 -0.1 -0.214
C -2.303479 1.810859 1.151150 0.0 0.1 0.1 0.080
N -1.098459 1.732660 0.588084 0.1 0.0 0.1 -0.480
C -0.328620 2.814149 0.553103 -0.1 0.1 0.1 0.074
C -0.727222 4.030837 1.088820 0.0 -0.1 0.0 -0.260
C -1.839939 5.383207 4.078779 -0.1 0.1 -0.2 -0.119
C -2.544385 4.673798 5.039333 0.1 0.0 0.1 -0.259
C -2.000827 4.580128 6.312996 0.0 0.0 0.0 0.046
N -0.844662 5.135996 6.661019 0.1 0.0 0.1 -0.415
C -0.168619 5.791792 5.723412 0.0 0.0 0.0 0.040
C -0.618327 5.944064 4.419225 0.0 0.0 0.1 -0.264
H -3.754857 3.003824 2.189522 0.0 0.0 0.0 0.220
H -2.891433 0.907304 1.147584 0.0 0.0 0.0 0.232
H 0.631361 2.702520 0.069587 0.0 0.0 0.0 0.221
H -0.082537 4.896276 1.035070 0.0 0.0 0.0 0.226
H -3.493649 4.212770 4.804524 0.0 0.0 0.0 0.229
H -2.521528 4.040914 7.097024 0.0 0.0 -0.1 0.194
H 0.777182 6.221910 6.035501 0.0 0.0 -0.1 0.191
H -0.039207 6.492442 3.689356 0.0 0.0 0.0 0.227
```
Forces are in eV/Å.

Calculated values
gap between HOMO and LUMO: 6.4 eV
net charge: -1
max |F|: 0.8 eV/A
energy: -3575.8245 Ha
lowest unoccupied orbital energy: 2.1 eV

Formula: C24H18BrIrN5O2S3
Source: OMol25
Level of theory: wB97M-V/def2-TZVPD

Geometry as XYZ:
```
54
Properties=species:S:1:pos:R:3:forces:R:3:lowdin_spin:R:1
Ir 0.487793 0.237524 0.094033 0.0 0.5 0.0 1.776
Br -5.734147 -2.835928 -2.409450 -0.1 0.0 -0.1 0.002
C -4.330572 -2.174039 -1.344466 0.0 0.0 0.0 0.006
C -3.648442 -3.033181 -0.501806 0.1 -0.1 0.1 0.000
C -2.605224 -2.544636 0.272903 0.0 -0.4 0.1 0.012
C -2.265469 -1.205995 0.209905 0.2 0.4 0.3 0.020
C -2.945095 -0.355199 -0.646422 -0.1 0.3 -0.2 0.008
C -3.987678 -0.834482 -1.425267 0.1 0.2 0.0 -0.001
N -1.191631 -0.663700 0.983409 0.0 0.0 -0.7 0.218
C -0.979912 -1.043648 2.213972 0.0 -0.2 0.5 0.170
C 0.231059 -0.638089 2.836077 -0.1 0.0 -0.3 0.098
C 0.473260 -0.702276 4.211118 0.0 -0.1 0.3 0.027
C 1.680819 -0.284536 4.703083 0.0 0.0 0.1 0.075
C 2.659484 0.216268 3.816308 0.0 -0.1 0.2 0.046
C 2.374105 0.291209 2.488898 -0.3 -0.1 -0.2 0.059
N 1.181075 -0.142430 1.978616 0.3 0.2 0.0 0.115
H -3.919018 -4.079935 -0.458372 0.0 0.0 0.0 0.000
H -2.030237 -3.220897 0.899240 -0.1 0.1 -0.1 0.000
H -2.661443 0.693373 -0.690349 -0.1 -0.1 0.0 0.001
H -4.540199 -0.169752 -2.078993 0.1 0.0 0.1 0.000
H -1.712744 -1.641020 2.747680 0.1 0.0 0.0 0.009
H -0.309851 -1.066789 4.866419 0.1 0.0 -0.1 0.000
H 1.880024 -0.326547 5.767918 0.0 0.0 -0.1 0.003
H 3.630440 0.533327 4.172296 -0.1 0.0 0.0 0.001
H 3.090880 0.675584 1.775391 -0.1 0.0 0.0 0.005
S 4.134327 2.697706 -4.471125 0.0 0.1 -0.1 0.397
C 3.280194 3.001444 -3.113457 0.0 0.4 -0.1 -0.006
S 2.681382 1.749077 -2.086842 0.3 0.0 0.3 0.008
C 1.865107 2.909337 -1.125346 0.0 0.3 -0.3 0.091
N 2.073434 4.173892 -1.521429 0.2 -0.4 -0.1 0.174
N 2.838121 4.223947 -2.601005 -0.1 0.0 0.2 0.177
C 3.082773 5.541224 -3.146741 -0.1 -0.1 0.0 0.008
C 4.301071 5.862563 -3.733162 0.0 -0.1 0.1 0.024
C 4.485689 7.142610 -4.227780 0.0 0.1 0.0 -0.002
C 3.473159 8.087259 -4.135632 0.0 0.0 0.0 0.027
C 2.262236 7.754345 -3.538404 0.1 0.1 -0.1 -0.002
C 2.060712 6.483552 -3.037471 0.0 -0.2 0.0 0.022
S 0.854151 2.583207 0.185448 0.0 -0.1 0.2 0.222
H 5.107206 5.148507 -3.775704 0.0 0.0 0.0 0.002
H 5.435254 7.403089 -4.677785 0.0 0.0 0.0 0.000
H 3.629740 9.087747 -4.521849 0.0 -0.1 0.0 0.001
H 1.467903 8.485639 -3.468793 0.0 0.0 0.0 0.000
H 1.122033 6.207584 -2.580270 0.0 0.0 0.0 0.001
O -0.060938 2.102549 -3.137617 -0.1 0.1 0.0 0.016
C -0.251547 0.916665 -3.031425 0.0 -0.4 0.3 0.009
C -0.849909 -0.012886 -4.084912 0.0 -0.1 0.1 0.003
C -0.603896 -1.438588 -3.558460 0.1 0.3 0.0 0.001
C -0.101424 -1.193223 -2.159127 0.0 0.0 0.1 0.020
O 0.179523 -1.994221 -1.276449 -0.1 -0.2 -0.3 0.086
N 0.049488 0.144756 -1.901688 -0.2 -0.1 -0.2 0.070
H -0.408286 0.194636 -5.056457 0.0 0.0 0.0 0.001
H -1.914978 0.221644 -4.153518 0.0 0.0 0.0 0.000
H 0.163138 -1.971614 -4.120913 0.0 0.0 0.0 0.000
H -1.490155 -2.070449 -3.530558 0.0 0.0 0.0 0.000
```
Forces are in eV/Å.

Calculated values
2S+1: 5
gap between HOMO and LUMO (alpha / beta): 5.6 / 5.2 eV
net charge: +1
max |F|: 0.7 eV/A
energy: -5222.2656 Ha
lowest unoccupied orbital energy (alpha / beta): -3.7 / -6.1 eV

Formula: C24H18BrN5O2S
Source: OMol25
Level of theory: wB97M-V/def2-TZVPD

Geometry as XYZ:
```
51
Properties=species:S:1:pos:R:3:forces:R:3:nbo_charge:R:1
O 1.771621 1.825789 -1.173100 -0.4 -0.2 -0.1 -0.897
S 1.335391 1.397339 0.111313 -0.5 0.1 0.2 2.323
O 1.979909 1.916046 1.280105 -0.1 -0.1 0.3 -0.937
C -0.434012 1.593064 0.243209 0.6 0.2 -0.1 -0.270
C -1.036370 1.443916 1.476566 0.0 0.0 0.1 -0.202
C -2.418362 1.454691 1.561759 0.0 0.0 0.0 -0.236
C -3.157839 1.609217 0.398865 -0.1 0.0 0.0 -0.056
Br -5.046685 1.583176 0.501815 0.0 0.0 0.0 0.077
C -2.552765 1.775879 -0.837762 0.0 0.1 0.1 -0.252
C -1.171625 1.758117 -0.913415 0.0 0.2 0.0 -0.140
N 1.474707 -0.294594 0.240741 0.0 0.8 -0.1 -0.665
C 0.434390 -1.115880 -0.122204 -1.0 -0.6 -0.9 0.336
N -0.450216 -0.895339 -1.037642 0.8 -0.2 0.2 -0.421
C -1.393008 -1.884300 -1.172037 -0.2 -0.4 0.2 0.072
C -2.418742 -1.712843 -2.109545 -0.1 -0.2 0.0 -0.191
C -3.383940 -2.677701 -2.258894 0.0 0.2 -0.1 -0.213
C -3.351155 -3.839554 -1.482057 0.0 -0.1 0.1 -0.209
C -2.353521 -4.034491 -0.559966 -0.1 0.1 -0.1 -0.219
C -1.358197 -3.063355 -0.383187 -0.2 0.2 -0.5 0.175
N -0.383947 -3.277929 0.553834 0.8 0.4 0.5 -0.424
C 0.469414 -2.312235 0.678989 -0.8 -0.3 -0.3 0.349
N 1.494468 -2.203165 1.589626 0.1 0.3 0.0 -0.405
C 2.527331 -3.167815 1.745133 0.3 -0.2 -0.1 -0.131
C 3.701494 -2.570734 1.526628 -0.3 -0.2 0.2 -0.012
N 3.532919 -1.234132 1.201858 -0.2 -0.2 -0.2 -0.443
C 4.539310 -0.209285 1.280229 0.0 0.0 0.1 -0.224
C 4.580209 0.625470 0.022422 0.2 0.0 0.0 -0.076
C 4.801493 1.992594 0.091283 0.1 -0.1 0.0 -0.192
C 4.852353 2.750112 -1.064444 0.1 0.1 0.0 -0.202
C 4.678946 2.148341 -2.297879 0.0 0.1 -0.1 -0.201
C 4.455753 0.785147 -2.372633 0.1 -0.1 -0.1 -0.215
C 4.409870 0.026585 -1.217972 0.1 0.0 0.0 -0.154
C 2.148234 -0.914230 1.385398 0.4 0.9 0.9 0.303
H -0.423629 1.323512 2.356217 0.0 0.0 0.2 0.239
H -2.915157 1.333511 2.511998 0.0 0.0 0.0 0.236
H -3.155328 1.898612 -1.724330 0.0 0.0 -0.1 0.235
H -0.649058 1.858654 -1.849844 0.0 0.0 -0.2 0.253
H -2.419990 -0.810879 -2.701183 0.0 0.1 -0.1 0.218
H -4.175676 -2.541904 -2.980402 -0.1 0.0 -0.1 0.215
H -4.119099 -4.587427 -1.611924 -0.1 -0.1 0.0 0.215
H -2.309702 -4.922329 0.050929 0.0 -0.1 0.1 0.224
H 2.269840 -4.187277 1.932513 0.1 -0.2 0.1 0.237
H 4.685939 -2.993416 1.557219 0.2 -0.1 0.0 0.223
H 4.345974 0.443069 2.143881 0.1 0.0 0.0 0.200
H 5.504707 -0.704582 1.427252 -0.1 0.1 0.1 0.217
H 4.920462 2.466268 1.054585 0.0 0.1 0.1 0.212
H 5.016967 3.815567 -0.999903 0.0 0.1 0.0 0.212
H 4.708014 2.742298 -3.199137 0.0 0.1 -0.1 0.212
H 4.311343 0.311470 -3.332436 0.0 0.0 -0.1 0.211
H 4.228908 -1.037676 -1.274065 -0.1 -0.1 0.0 0.206
H 2.015981 -0.227804 2.249020 0.1 -0.2 -0.2 0.185
```
Forces are in eV/Å.

Calculated values
gap between HOMO and LUMO: 7.6 eV
max |F|: 1.5 eV/A
SMILES: O=S(=O)(c1ccc(Br)cc1)N1c2nc3ccccc3nc2N2C=CN(Cc3ccccc3)[C@H]21
energy: -4321.8202 Ha
lowest unoccupied orbital energy: 0.0 eV